# 1
ORCA calculation (wB97M-V/def2-TZVPD) on a structure of composition C38H66N4OS2Yb.

Geometry as XYZ:
```
112
Properties=species:S:1:pos:R:3:forces:R:3:lowdin_spin:R:1
Yb -0.03083 1.06668 1.06150 -1.56 0.86 0.24 0.00
C -1.36012 3.39252 1.76027 0.44 0.96 -1.16 0.00
C -2.18676 3.04466 0.66249 -0.69 -1.14 -0.07 0.00
C -2.83259 1.78185 1.03613 -0.67 1.47 -2.36 0.00
C -2.46882 1.50644 2.33746 0.64 -0.70 1.36 0.00
C -1.56537 2.49922 2.80172 -0.25 0.04 0.45 0.00
C -1.00247 2.75937 4.16160 0.49 -1.03 1.25 0.00
C -1.35044 1.51805 5.06998 1.30 -0.12 0.13 0.00
C 0.55712 2.88982 3.95742 -0.75 2.18 1.75 0.00
C -1.58157 3.98264 4.94737 1.07 0.76 0.07 0.00
C -3.79506 0.90677 0.18340 0.24 -0.78 0.22 0.00
C -5.16155 1.51997 -0.24904 0.17 0.20 -0.06 0.00
C -3.01614 0.31458 -1.01036 0.97 -0.19 0.08 0.00
C -4.18555 -0.32170 1.02096 -0.94 0.35 0.49 0.00
C -2.56166 4.03057 -0.44523 0.27 1.04 0.91 0.00
C -2.72910 3.34665 -1.81811 -0.66 0.43 0.18 0.00
C -3.79039 4.94984 0.01012 0.21 -1.98 -0.40 0.00
C -1.43858 5.10382 -0.49321 0.21 -0.54 -0.08 0.00
H -0.67199 4.26211 1.75463 -0.79 -0.55 0.34 0.00
H -2.83247 0.64059 2.88786 0.17 0.44 0.11 0.00
H -0.75400 0.64710 4.67400 -0.59 0.56 0.55 0.00
H -2.41055 1.25524 5.06608 0.06 0.16 -0.31 0.00
H -1.10477 1.68616 6.15361 0.13 -0.08 -1.04 0.00
H 0.95006 2.24170 3.21306 0.36 -0.93 -0.60 0.00
H 1.10338 2.71013 4.91321 -0.27 0.19 -0.69 0.00
H 0.77582 3.94606 3.60676 -0.11 -1.15 0.47 0.00
H -2.59229 3.75434 5.25572 -0.41 0.11 -0.18 0.00
H -1.53731 5.00808 4.47435 -0.12 -1.30 -0.01 0.00
H -1.01764 4.11558 5.90462 -0.22 -0.30 -0.68 0.00
H -5.11315 2.54818 -0.61848 0.15 -0.28 0.04 0.00
H -5.78361 1.55620 0.65755 -0.08 -0.05 -0.47 0.00
H -5.65435 0.91554 -1.05393 0.38 0.28 0.83 0.00
H -2.81267 1.05260 -1.78019 0.15 -0.26 0.08 0.00
H -3.53465 -0.52921 -1.49644 0.20 0.19 0.35 0.00
H -1.99877 -0.03988 -0.61074 -1.11 0.06 -0.58 0.00
H -4.97908 -0.04850 1.72623 0.34 0.07 0.24 0.00
H -3.36848 -0.73925 1.59355 0.25 -0.33 -0.13 0.00
H -4.66928 -1.08354 0.42269 0.20 -0.26 -0.39 0.00
H -3.59775 2.67263 -1.82353 0.53 0.33 0.01 0.00
H -1.83091 2.80941 -2.14679 -0.09 0.08 0.31 0.00
H -2.94750 4.06577 -2.59874 0.02 0.47 -0.11 0.00
H -4.71006 4.37702 0.16510 0.12 0.06 0.02 0.00
H -3.97169 5.63825 -0.79763 -0.10 0.58 -0.15 0.00
H -3.54455 5.44995 0.94773 0.02 0.02 -0.20 0.00
H -0.49448 4.55966 -0.33897 0.16 0.50 -0.69 0.00
H -1.49703 5.83860 0.32841 -0.15 -0.39 -0.33 0.00
H -1.51403 5.65286 -1.43783 0.40 -0.12 0.12 0.00
C 5.09461 1.96964 -3.34308 -1.51 0.15 0.59 0.00
C 5.07828 0.44399 -2.99296 0.21 0.57 -0.25 0.00
C 3.79466 -0.14487 -2.40161 -0.24 -0.42 -0.12 0.02
N 2.61368 0.10052 -3.23340 0.66 0.18 -1.00 0.13
C 1.36229 0.28282 -2.74376 2.02 0.17 1.30 0.41
S 0.95295 1.60524 -1.59891 0.21 0.27 0.19 0.11
N 0.29940 -0.25858 -3.32415 -3.15 -1.15 -1.83 0.11
C 0.02591 -1.06516 -4.53332 1.57 2.23 0.90 0.06
O -0.72661 -1.98245 -4.45247 -1.17 -0.80 0.32 0.08
C 0.78466 -0.72787 -5.77039 1.14 -0.88 -0.67 0.01
C 1.40247 0.49922 -6.09865 -0.07 -0.60 -0.85 0.00
C 2.32585 0.52381 -7.17189 -1.55 -0.96 0.43 0.00
C 2.51138 -0.60573 -8.01717 0.25 1.14 1.31 0.01
C 1.85138 -1.78023 -7.75847 -1.30 -0.58 0.76 0.00
C 1.01517 -1.84367 -6.60246 1.03 1.14 -1.09 0.01
H 5.32018 2.63952 -2.48585 -0.34 -0.57 -0.26 0.00
H 4.14036 2.34591 -3.84177 1.06 -0.71 0.66 0.00
H 5.85584 2.19029 -4.04546 0.90 -0.04 -0.77 0.00
H 5.88389 0.21869 -2.27654 -0.15 0.12 -0.27 0.00
H 5.33272 -0.10976 -3.91466 -0.20 0.14 0.33 0.00
H 3.59381 0.17481 -1.37698 -0.03 0.38 -0.14 0.00
H 3.91021 -1.23025 -2.30344 0.24 -0.05 -0.02 0.00
H 2.62430 -0.34270 -4.16167 0.24 0.45 0.64 0.01
H -0.54604 -0.11008 -2.78499 -0.23 -0.53 -0.11 0.01
H 1.01310 1.40957 -5.63578 0.72 -0.15 0.15 0.00
H 2.77978 1.45866 -7.38804 0.46 0.57 -0.35 0.00
H 3.22258 -0.55682 -8.81642 0.14 0.17 -0.41 0.00
H 1.92852 -2.62796 -8.47303 -0.01 0.58 0.86 0.00
H 0.52665 -2.74109 -6.34169 -0.42 -0.94 0.19 0.00
C 0.12282 -5.23664 -1.80060 -1.21 -0.46 -0.73 0.00
C 1.02747 -5.22489 -0.62027 1.23 0.54 1.25 0.00
C 1.66093 -3.85071 -0.29653 0.43 0.08 0.37 0.00
C 0.69370 -2.73700 0.11463 0.34 0.35 -0.33 0.00
N 0.15238 -2.90564 1.47063 0.69 0.44 0.96 0.00
C 0.53949 -2.14582 2.51518 -0.74 -0.19 1.36 0.00
S 1.54862 -0.70404 2.48350 -0.58 -0.85 -0.40 0.00
N 0.08475 -2.47322 3.77222 0.48 -0.73 -0.87 0.00
C -0.26661 -3.78459 4.40328 -1.17 -0.43 -0.58 0.00
C 0.82478 -4.90381 4.35394 0.16 -0.31 0.33 0.00
C 1.46516 -5.38788 5.70134 -1.01 1.02 -0.05 0.00
C 2.29729 -4.30987 6.38517 -0.82 1.84 -0.41 0.00
H 0.09453 -6.26214 -2.22656 -0.27 0.69 0.15 0.00
H 0.41076 -4.54469 -2.59115 0.23 -0.03 -0.07 0.00
H -0.90680 -4.93519 -1.50495 0.51 -0.33 -0.30 0.00
H 1.89812 -5.88609 -0.72384 -0.33 -0.07 -0.24 0.00
H 0.48332 -5.61457 0.25069 0.14 0.08 0.03 0.00
H 2.27087 -3.52114 -1.14287 -0.41 0.10 -0.29 0.00
H 2.42120 -3.95162 0.47699 -0.06 -0.18 0.36 0.00
H -0.12302 -2.80056 -0.60474 -0.28 0.50 0.12 0.00
H 1.16981 -1.70323 0.10595 -0.53 -1.41 -0.19 0.00
H -0.39346 -3.73099 1.72227 0.21 0.31 -0.38 0.00
H 0.14657 -1.72410 4.42429 0.45 0.47 0.27 0.00
H -1.22101 -4.16435 3.90131 1.13 0.41 0.74 0.00
H -0.54799 -3.53231 5.45933 0.28 -0.23 -0.99 0.00
H 1.65839 -4.59275 3.74434 0.32 0.51 -0.38 0.00
H 0.45472 -5.79608 3.82210 -0.24 0.34 0.31 0.00
H 2.09139 -6.22110 5.44618 0.18 -0.62 0.03 0.00
H 0.65226 -5.70813 6.37823 0.42 -0.14 -0.24 0.00
H 3.05620 -3.87768 5.73305 0.16 -0.29 -0.29 0.00
H 2.80652 -4.55573 7.30194 -0.08 -0.54 0.33 0.00
H 1.65740 -3.41027 6.61215 0.37 -0.83 0.02 0.00
C 2.46410 2.64981 -1.30946 -1.45 -0.57 -1.49 0.01
H 3.08164 2.46380 -2.20512 -0.09 0.35 0.89 0.00
H 2.90443 2.49171 -0.34785 0.51 -0.33 0.30 0.00
H 1.96094 3.60096 -1.35213 0.48 0.70 -0.02 0.00
```
Positions in Å, forces in eV/Å.

Summary:
electronic energy	-101677.6858	eV
charge	+1
⟨S²⟩	0.7569
spin multiplicity	2
ΔE to the lowest compared entry with this formula, charge and spin	5.365	eV
LUMO energy (spin up / spin down)	-2.25 / -2.25	eV


# 2
ORCA calculation (wB97M-V/def2-TZVPD) on a cluster of 14 separate species, C38H67Br26NO in total.

Geometry as XYZ:
```
133
Properties=species:S:1:pos:R:3:forces:R:3:lowdin_charge:R:1
C -4.98510 0.81316 3.56710 -0.32 0.50 -0.42 -0.04
C -4.09008 1.82976 2.88885 0.00 -0.30 -0.05 -0.30
C -3.66465 2.98472 3.54263 -0.52 0.33 -0.50 -0.20
C -2.87170 3.94446 2.89617 -1.27 -0.46 0.01 -0.16
C -2.50134 3.75625 1.56363 -0.03 0.55 0.48 -0.21
C -1.69411 4.86790 0.89585 0.12 -1.16 0.69 -0.11
C -0.61615 4.42209 -0.09913 0.19 2.80 -1.36 -0.26
C -1.07158 3.76728 -1.44765 -0.07 0.35 1.19 -0.12
C -0.63552 4.68784 -2.61732 0.08 -1.21 1.04 -0.09
C 0.20044 5.77785 -1.94278 -0.64 -0.61 -0.77 -0.49
O 0.93395 6.55480 -2.52564 0.05 0.36 0.21 0.03
N -0.08208 5.72551 -0.62271 0.77 -0.02 0.35 0.09
C -2.92193 2.58682 0.94094 -0.12 -0.08 -0.47 -0.12
C -3.69022 1.61421 1.56820 -0.49 1.46 1.20 -0.16
H -5.99694 0.93282 3.15621 0.10 -0.14 0.08 0.08
H -5.07525 0.98756 4.64151 0.24 -0.21 -0.07 0.07
H -4.66726 -0.20551 3.33124 0.01 0.06 0.28 0.07
H -4.00086 3.12516 4.56904 0.19 0.15 -0.09 0.10
H -2.60659 4.83563 3.45730 0.20 -0.05 -0.22 0.11
H -2.35765 5.62105 0.45554 0.12 -0.25 -0.30 0.13
H -1.16782 5.38049 1.71209 -0.08 0.05 -0.16 0.08
H 0.28492 4.01763 0.36652 -0.65 -0.94 0.17 0.09
H -0.63554 2.76656 -1.41390 -0.47 -0.07 -0.66 0.11
H -2.16162 3.78789 -1.42356 0.13 -0.66 -0.10 0.10
H -1.55122 5.08650 -3.05116 0.52 0.14 -0.17 0.01
H -0.08359 4.09243 -3.34754 0.10 0.50 -0.15 0.11
H 0.52396 6.25159 -0.00294 -0.12 0.15 -0.10 0.06
H -2.66737 2.40125 -0.09649 0.05 0.15 0.11 0.05
H -3.99404 0.72893 1.04145 -0.32 0.12 0.07 0.04
Br -1.92372 -0.08470 0.16326 1.11 -1.24 -0.70 0.81
C -2.15529 -1.90004 0.82806 0.15 0.25 0.09 -0.66
C -1.00857 -2.78441 0.42826 -0.10 -0.30 0.06 -0.70
Br -1.12763 -3.30922 -1.44198 0.17 0.00 -0.08 0.67
H -3.11504 -2.25124 0.46020 0.04 -0.03 -0.04 0.00
H -2.19818 -1.80087 1.91261 0.09 -0.03 -0.01 0.04
H -1.03184 -3.71851 0.98571 -0.01 0.03 0.03 0.01
H -0.03966 -2.31312 0.55934 -0.04 0.05 0.03 0.03
Br 1.51526 -1.68227 3.60752 -0.06 -0.06 0.04 0.64
C 2.89615 -3.05998 3.56880 0.05 0.28 -0.06 -0.67
C 2.88574 -3.81076 2.26789 -0.18 -0.38 0.23 -0.77
Br 1.41109 -5.07978 2.19062 -0.08 -0.08 -0.02 0.66
H 2.72878 -3.69889 4.43025 -0.02 -0.03 -0.04 0.05
H 3.83664 -2.52584 3.69068 0.00 -0.02 -0.06 0.05
H 3.78881 -4.41119 2.16348 -0.26 0.20 0.06 -0.07
H 2.78585 -3.16626 1.40639 -0.11 0.02 0.04 -0.03
Br -1.57687 -7.73298 3.71414 0.05 0.13 -0.05 0.64
C -1.18388 -6.31098 4.98511 -0.02 -0.29 0.04 -0.69
C -2.39231 -5.45328 5.24735 0.08 0.26 0.00 -0.68
Br -2.72993 -4.22591 3.77374 -0.07 -0.05 -0.03 0.63
H -0.34439 -5.75039 4.58391 -0.05 0.05 -0.01 0.00
H -0.87442 -6.82198 5.89505 -0.05 0.05 0.03 0.06
H -2.22736 -4.81679 6.11438 0.04 -0.02 0.00 0.06
H -3.29956 -6.03124 5.39195 0.03 -0.04 -0.04 0.05
Br 4.97959 -2.05526 0.39794 0.29 0.14 -0.04 0.71
C 6.65599 -3.02411 0.18152 -0.12 0.12 -0.19 -0.66
C 6.42060 -4.48240 -0.11344 0.12 -0.11 0.13 -0.66
Br 5.91026 -5.46789 1.48959 0.26 -0.13 -0.15 0.70
H 7.23461 -2.86162 1.08519 -0.02 -0.06 0.01 0.05
H 7.15377 -2.54217 -0.65733 0.00 -0.06 -0.02 0.06
H 7.33984 -4.95436 -0.45388 0.01 0.04 0.01 0.06
H 5.63768 -4.64602 -0.84824 -0.01 0.06 0.02 0.03
Br -2.58246 6.96839 -4.40325 -0.19 0.28 -0.18 0.72
C -1.38107 8.49070 -4.23816 -0.04 -0.03 0.14 -0.66
C -1.33273 9.29133 -5.51052 0.19 0.07 -0.05 -0.68
Br -0.25633 8.40456 -6.87129 -0.09 -0.06 -0.02 0.63
H -0.41245 8.09497 -3.94069 -0.01 -0.02 -0.02 0.04
H -1.78914 9.08972 -3.42649 -0.02 0.03 -0.04 0.06
H -0.84489 10.24866 -5.33775 0.00 -0.02 0.05 0.06
H -2.31253 9.45993 -5.94612 -0.01 -0.04 0.03 0.05
Br 0.62752 13.22098 -8.54108 -0.05 -0.02 -0.05 0.60
C 1.02712 11.34916 -8.90209 0.05 0.19 0.24 -0.73
C 2.33224 11.19413 -9.63425 -0.04 -0.16 -0.23 -0.70
Br 2.15996 11.66212 -11.51551 0.04 0.06 0.04 0.60
H 0.18135 10.94590 -9.44939 0.05 -0.02 -0.04 0.05
H 1.08043 10.87675 -7.92462 0.04 -0.04 -0.04 0.01
H 2.64875 10.15307 -9.62714 -0.04 0.00 0.04 0.06
H 3.12269 11.81552 -9.22572 -0.05 0.02 0.04 0.05
Br 4.09174 -5.47273 -3.79448 -0.01 -0.07 -0.05 0.60
C 2.43378 -5.01556 -4.71138 0.15 0.21 0.10 -0.69
C 1.24713 -5.11117 -3.79083 -0.18 -0.20 -0.08 -0.73
Br 0.72730 -6.96177 -3.48540 0.04 0.06 0.07 0.60
H 2.35850 -5.67301 -5.57150 -0.03 -0.04 0.04 0.05
H 2.57035 -3.99053 -5.05001 -0.04 0.00 0.03 0.06
H 0.37603 -4.64195 -4.24367 0.05 0.04 -0.03 0.05
H 1.42703 -4.66800 -2.81664 0.03 0.02 -0.03 0.02
Br -1.11390 2.36781 4.52607 1.19 -0.51 0.14 0.85
C 0.78825 1.95813 4.35258 -0.27 -0.13 0.59 -0.68
C 1.63280 3.19684 4.48413 0.16 -0.13 -0.20 -0.67
Br 1.55588 4.26556 2.86102 -0.02 0.05 0.17 0.66
H 0.91430 1.45544 3.39853 0.03 0.07 -0.02 0.03
H 1.01143 1.26073 5.15868 0.12 0.02 -0.03 0.04
H 2.68208 2.93554 4.60715 -0.01 -0.02 -0.03 0.06
H 1.32386 3.83908 5.30285 -0.07 -0.03 -0.02 0.05
Br 0.18634 -12.83138 4.68528 -0.05 -0.03 -0.07 0.62
C 1.15225 -11.94640 3.24398 -0.02 0.07 0.16 -0.70
C 0.50121 -10.64582 2.86176 -0.03 -0.02 -0.26 -0.71
Br -1.10457 -10.92335 1.79624 -0.02 0.03 0.08 0.59
H 1.20940 -12.65426 2.42275 -0.06 0.03 -0.02 0.06
H 2.14869 -11.76765 3.63685 -0.01 0.06 0.01 -0.03
H 1.16543 -10.06182 2.22758 0.03 -0.03 0.03 0.06
H 0.20788 -10.05038 3.72020 0.03 -0.04 0.02 0.00
Br -0.12114 8.76033 1.21730 0.02 -0.02 0.10 0.65
C 1.59815 9.43823 1.82742 -0.17 0.14 -0.15 -0.68
C 2.73323 8.88010 1.01060 0.22 -0.09 0.08 -0.68
Br 3.12021 7.03769 1.50187 -0.05 0.10 -0.12 0.60
H 1.67624 9.19533 2.88239 0.05 -0.04 -0.02 0.05
H 1.53842 10.51816 1.70809 0.04 -0.01 -0.02 0.06
H 3.65099 9.42990 1.20979 -0.04 0.03 0.03 0.06
H 2.53357 8.88692 -0.05699 -0.07 0.01 0.02 0.05
Br -6.61955 -4.64550 -0.51906 -0.03 0.07 -0.02 0.60
C -6.04925 -4.28312 -2.34433 -0.02 -0.24 0.13 -0.70
C -4.65333 -3.72213 -2.38286 -0.04 0.21 -0.15 -0.70
Br -4.61988 -1.85162 -1.85090 -0.08 0.00 -0.02 0.64
H -6.78681 -3.61659 -2.77967 0.05 0.04 0.00 0.05
H -6.08654 -5.24508 -2.85171 0.05 0.02 -0.01 0.06
H -4.26462 -3.73613 -3.39936 -0.03 -0.02 0.00 0.06
H -3.96518 -4.24774 -1.72842 -0.04 -0.03 0.00 0.01
Br -2.52639 1.53055 -4.71772 0.01 -0.03 -0.05 0.61
C -1.51362 2.43001 -6.11721 0.04 -0.02 0.27 -0.69
C -2.09821 3.77689 -6.44880 -0.01 -0.04 -0.30 -0.71
Br -3.70725 3.61617 -7.53110 -0.02 0.01 0.08 0.61
H -1.48656 1.75806 -6.96917 -0.03 0.05 -0.02 0.05
H -0.50940 2.54274 -5.71270 -0.01 0.05 -0.03 0.05
H -1.40406 4.35616 -7.05436 0.03 -0.01 0.05 0.06
H -2.36746 4.34487 -5.56656 0.04 -0.02 0.04 -0.02
Br 3.15293 -9.78341 6.51900 -0.08 -0.05 -0.09 0.60
C 2.90815 -11.58371 7.21982 0.06 0.19 0.19 -0.69
C 4.08447 -12.46764 6.90093 -0.11 -0.18 -0.09 -0.67
Br 4.05881 -13.02715 5.03886 0.27 -0.05 0.05 0.66
H 1.97541 -11.95640 6.80737 0.05 -0.04 -0.04 -0.01
H 2.80538 -11.46049 8.29616 0.05 -0.02 -0.01 0.06
H 4.03508 -13.38758 7.47984 -0.05 0.02 0.01 0.06
H 5.04146 -11.98523 7.07233 -0.04 0.06 0.01 0.05
```
Positions in Å, forces in eV/Å.

Summary:
electronic energy	-1865137.0275	eV
spin multiplicity	1
LUMO energy	0.04	eV